Computed, not measured: the molecule C21H19N5O2S in a non-equilibrium geometry, with ωB97M-V/def2-TZVPD.

total charge: 0
relative energy (zero: lowest compared OMol25 entry of this formula, charge and spin): 82.03 kcal/mol
SMILES string: C=CCn1c(SCc2nnc(-c3ccccc3)o2)nnc1[C@H](O)c1ccccc1
HOMO energy: -0.3134 Ha

Positions of all 48 atoms, in Å:
1 C 2.442 0.627 -1.875
2 C 3.463 0.959 -1.111
3 C 3.390 1.495 0.293
4 N 2.074 1.454 0.868
5 C 1.087 2.384 0.756
6 S 1.189 3.795 -0.256
7 C -0.598 3.946 -0.629
8 C -1.182 2.606 -0.838
9 N -0.704 1.638 -1.554
10 N -1.516 0.582 -1.384
11 C -2.463 0.955 -0.573
12 C -3.552 0.142 -0.085
13 C -4.474 0.660 0.821
14 C -5.503 -0.139 1.283
15 C -5.617 -1.449 0.848
16 C -4.697 -1.967 -0.052
17 C -3.665 -1.178 -0.520
18 O -2.311 2.248 -0.203
19 N 0.024 2.022 1.422
20 N 0.290 0.831 1.978
21 C 1.506 0.492 1.651
22 C 2.101 -0.838 1.969
23 O 3.417 -0.679 2.452
24 C 1.999 -1.668 0.698
25 C 3.125 -2.133 0.038
26 C 2.993 -2.847 -1.141
27 C 1.738 -3.087 -1.671
28 C 0.611 -2.618 -1.016
29 C 0.738 -1.915 0.167
30 H 2.595 0.253 -2.872
31 H 1.414 0.713 -1.566
32 H 4.480 0.869 -1.470
33 H 4.050 0.916 0.944
34 H 3.728 2.539 0.296
35 H -0.652 4.558 -1.529
36 H -1.098 4.436 0.206
37 H -4.372 1.680 1.160
38 H -6.219 0.261 1.985
39 H -6.423 -2.070 1.212
40 H -4.787 -2.990 -0.386
41 H -2.937 -1.556 -1.221
42 H 1.456 -1.283 2.743
43 H 3.744 -1.543 2.725
44 H 4.109 -1.927 0.434
45 H 3.876 -3.207 -1.648
46 H 1.638 -3.635 -2.596
47 H -0.370 -2.793 -1.430
48 H -0.136 -1.538 0.677

***

Computed, not measured: a structure of composition C21H19N5OPd in a non-equilibrium geometry, with ωB97M-V/def2-TZVPD.

total charge: 0
relative energy (zero: lowest compared OMol25 entry of this formula, charge and spin): 0.00 kcal/mol
HOMO energy: -0.2914 Ha

Positions of all 47 atoms, in Å:
1 Pd -0.117 -0.457 -0.003
2 C 3.900 -1.879 -0.010
3 C 4.722 -0.761 -0.011
4 C 4.134 0.479 -0.008
5 C 2.741 0.615 -0.005
6 N 1.957 -0.475 -0.004
7 C 2.541 -1.690 -0.006
8 N 2.287 1.921 0.000
9 C 1.069 2.268 0.001
10 N -0.066 1.496 -0.001
11 C -1.159 2.316 0.001
12 N -2.395 2.025 0.000
13 C -2.906 0.740 -0.005
14 C -4.307 0.666 -0.010
15 C -4.951 -0.543 -0.015
16 C -4.180 -1.698 -0.015
17 C -2.815 -1.569 -0.010
18 N -2.172 -0.386 -0.005
19 C -0.699 3.729 0.007
20 C -1.399 4.915 0.012
21 C -0.657 6.094 0.017
22 C 0.735 6.063 0.017
23 C 1.424 4.854 0.012
24 C 0.674 3.699 0.007
25 H 4.302 -2.882 -0.011
26 H 5.801 -0.863 -0.015
27 H 4.705 1.397 -0.009
28 H 1.836 -2.508 -0.004
29 H -4.834 1.610 -0.010
30 H -6.033 -0.597 -0.019
31 H -4.624 -2.684 -0.018
32 H -2.178 -2.421 -0.009
33 H -2.482 4.916 0.012
34 H -1.166 7.050 0.020
35 H 1.285 6.997 0.020
36 H 2.506 4.809 0.012
37 C 0.389 -4.484 1.261
38 C -0.197 -3.843 0.008
39 C 0.375 -4.486 -1.250
40 O 0.052 -2.479 0.006
41 H 0.140 -5.549 1.314
42 H -0.006 -3.986 2.148
43 H 1.479 -4.381 1.265
44 H -1.273 -4.112 0.014
45 H 1.465 -4.383 -1.267
46 H -0.030 -3.990 -2.133
47 H 0.126 -5.552 -1.299

***

Computed, not measured: a structure of composition C21H20Cl3F5KNO5P2S in a non-equilibrium geometry, with ωB97M-V/def2-TZVPD.

total charge: -2
relative energy (zero: lowest compared OMol25 entry of this formula, charge and spin): 42.02 kcal/mol
HOMO energy: -0.0617 Ha

Positions of all 59 atoms, in Å:
1 K 0.677 -0.354 1.224
2 C -1.901 -3.643 -0.024
3 P -1.845 -1.808 0.234
4 C -3.162 -1.736 1.570
5 C -2.905 -1.201 -1.132
6 C -3.531 -1.978 -2.098
7 C -4.298 -1.381 -3.088
8 C -4.437 -0.002 -3.128
9 C -3.803 0.782 -2.174
10 C -3.041 0.196 -1.173
11 P -2.105 1.111 0.125
12 C -3.386 2.376 0.575
13 C -1.044 2.142 -0.974
14 H -2.918 -4.026 -0.142
15 H -1.450 -4.078 0.870
16 H -1.296 -3.916 -0.889
17 H -3.944 -1.028 1.297
18 H -2.702 -1.413 2.503
19 H -3.616 -2.719 1.715
20 H -3.398 -3.053 -2.098
21 H -4.775 -1.988 -3.849
22 H -5.018 0.469 -3.913
23 H -3.894 1.862 -2.224
24 H -3.718 2.959 -0.286
25 H -2.963 3.042 1.326
26 H -4.239 1.857 1.016
27 H -1.653 2.709 -1.680
28 H -0.387 1.470 -1.530
29 H -0.425 2.823 -0.386
30 Cl -0.417 2.416 5.346
31 C -0.858 1.379 3.981
32 Cl -0.181 2.078 2.506
33 Cl -2.636 1.335 3.871
34 C -0.381 -0.156 4.189
35 O -0.051 -0.433 5.336
36 O -0.470 -0.821 3.142
37 F 0.925 -0.181 -2.370
38 C -0.133 -1.128 -2.420
39 F -0.881 -0.677 -3.535
40 C 0.546 -2.367 -2.948
41 F -0.370 -3.343 -3.211
42 F 1.277 -2.254 -4.110
43 F 1.408 -2.870 -2.035
44 O 2.939 3.287 -0.081
45 S 3.414 2.518 1.043
46 O 3.558 3.250 2.280
47 N 2.600 1.146 1.237
48 C 3.367 0.060 1.095
49 O 2.992 -1.105 1.240
50 C 4.797 0.394 0.742
51 C 5.842 -0.489 0.535
52 C 7.096 0.037 0.257
53 C 7.296 1.414 0.189
54 C 6.239 2.294 0.391
55 C 4.998 1.757 0.660
56 H 5.660 -1.554 0.591
57 H 7.938 -0.625 0.092
58 H 8.287 1.799 -0.019
59 H 6.376 3.367 0.341

***

Computed, not measured: a structure of composition C21H20Cl3N4PtS2Si in a non-equilibrium geometry, with ωB97M-V/def2-TZVPD.

total charge: +3
HOMO energy (spin up / spin down): -0.6159 / -0.6147 Ha
spin multiplicity: 5

Positions of all 52 atoms, in Å:
1 Pt 1.353 0.584 -0.072
2 C 6.112 -1.012 -0.601
3 N 5.371 -0.540 0.569
4 C 5.906 0.057 1.660
5 C 4.891 0.288 2.553
6 N 3.730 -0.149 1.986
7 C 4.030 -0.645 0.737
8 S 2.969 -1.254 -0.444
9 C 2.500 -0.315 2.694
10 C 2.521 -0.631 4.040
11 C 1.311 -0.822 4.693
12 C 0.130 -0.737 3.974
13 C 0.198 -0.436 2.625
14 N 1.361 -0.213 2.007
15 H 7.152 -1.170 -0.328
16 H 6.067 -0.282 -1.408
17 H 5.693 -1.955 -0.947
18 H 6.958 0.288 1.737
19 H 4.925 0.744 3.530
20 H 3.457 -0.754 4.568
21 H 1.292 -1.056 5.750
22 H -0.827 -0.899 4.449
23 H -0.692 -0.379 2.012
24 N -0.825 0.188 -0.471
25 S -1.539 -0.150 -1.901
26 C -2.640 1.225 -2.199
27 C -3.569 1.567 -1.217
28 C -4.402 2.647 -1.445
29 C -4.313 3.357 -2.639
30 C -3.392 2.991 -3.611
31 C -2.534 1.921 -3.394
32 C -2.681 -1.507 -1.490
33 C -2.270 -2.470 -0.584
34 C -3.123 -3.534 -0.329
35 C -4.337 -3.629 -0.997
36 C -4.720 -2.657 -1.911
37 C -3.880 -1.585 -2.179
38 H -1.138 1.092 -0.111
39 H -3.651 0.989 -0.304
40 H -5.132 2.927 -0.698
41 H -4.971 4.197 -2.814
42 H -3.350 3.523 -4.552
43 H -1.804 1.639 -4.142
44 H -1.311 -2.393 -0.088
45 H -2.834 -4.292 0.386
46 H -4.985 -4.476 -0.818
47 H -5.665 -2.730 -2.431
48 H -4.165 -0.842 -2.912
49 Cl 1.823 3.070 -2.648
50 Si 1.766 2.866 -0.640
51 Cl -0.056 3.548 0.077
52 Cl 3.294 3.806 0.279

***

Computed, not measured: the molecule C21H20F2N4O3 in a non-equilibrium geometry, with ωB97M-V/def2-TZVPD.

total charge: 0
relative energy (zero: lowest compared OMol25 entry of this formula, charge and spin): 0.00 kcal/mol
SMILES string: COc1ccc(-c2noc(N3CCC(C(=O)Nc4ccc(F)cc4F)CC3)n2)cc1
HOMO energy: -0.2996 Ha

Positions of all 50 atoms, in Å:
1 C -1.304 9.048 3.472
2 O -0.006 8.616 3.144
3 C 0.149 7.400 2.555
4 C -0.888 6.524 2.247
5 C -0.610 5.311 1.647
6 C 0.698 4.950 1.346
7 C 0.971 3.675 0.716
8 N 2.168 3.265 0.393
9 O 1.984 2.019 -0.170
10 C 0.655 1.794 -0.135
11 N 0.148 0.685 -0.688
12 C -1.220 0.320 -0.386
13 C -1.272 -0.638 0.807
14 C -0.356 -1.851 0.600
15 C -0.910 -2.794 -0.467
16 O -1.803 -2.511 -1.231
17 N -0.274 -4.004 -0.458
18 C -0.481 -5.100 -1.292
19 C -1.435 -5.147 -2.306
20 C -1.574 -6.278 -3.089
21 C -0.759 -7.371 -2.862
22 F -0.896 -8.471 -3.624
23 C 0.203 -7.367 -1.866
24 C 0.322 -6.229 -1.101
25 F 1.255 -6.190 -0.117
26 C 1.061 -1.385 0.225
27 C 1.009 -0.439 -0.977
28 N -0.013 2.777 0.405
29 C 1.738 5.828 1.655
30 C 1.465 7.036 2.252
31 H -1.781 8.377 4.195
32 H -1.937 9.133 2.583
33 H -1.182 10.032 3.922
34 H -1.913 6.777 2.469
35 H -1.408 4.627 1.404
36 H -1.771 1.234 -0.166
37 H -1.644 -0.165 -1.267
38 H -2.299 -0.974 0.947
39 H -0.954 -0.105 1.705
40 H -0.306 -2.415 1.540
41 H 0.447 -4.145 0.238
42 H -2.064 -4.289 -2.470
43 H -2.313 -6.316 -3.873
44 H 0.838 -8.220 -1.692
45 H 1.708 -2.233 -0.007
46 H 1.494 -0.852 1.074
47 H 2.006 -0.069 -1.220
48 H 0.595 -0.957 -1.848
49 H 2.749 5.541 1.417
50 H 2.254 7.729 2.499

***

Computed, not measured: a structure of composition C21H20IrN5O7S2, with ωB97M-V/def2-TZVPD.

total charge: +1
relative energy (zero: lowest compared OMol25 entry of this formula, charge and spin): 0.00 kcal/mol
HOMO energy (spin up / spin down): -0.4142 / -0.4231 Ha
spin multiplicity: 2

Positions of all 56 atoms, in Å:
1 Ir -0.292 -0.272 -0.293
2 O -2.839 2.163 1.731
3 C -2.094 1.777 0.849
4 O -2.002 0.527 0.492
5 C -1.229 2.770 0.066
6 C -1.076 2.389 -1.411
7 C -0.526 3.548 -2.231
8 C 0.946 3.616 -1.745
9 C 1.010 2.455 -0.760
10 O 0.089 1.490 -1.386
11 C 0.267 2.791 0.539
12 C 0.549 1.757 1.629
13 O 0.554 2.066 2.800
14 O 0.813 0.545 1.199
15 H -1.694 3.747 0.175
16 H -1.920 1.854 -1.837
17 H -1.085 4.465 -2.052
18 H -0.578 3.319 -3.293
19 H 1.189 4.554 -1.250
20 H 1.645 3.475 -2.566
21 H 1.977 1.980 -0.627
22 H 0.542 3.767 0.929
23 N -3.951 1.617 4.440
24 C -3.235 0.608 3.973
25 C -1.835 0.787 3.750
26 C -1.111 -0.240 3.234
27 C -1.759 -1.446 2.913
28 C -3.131 -1.658 3.149
29 C -3.867 -0.644 3.681
30 S -0.786 -2.627 2.024
31 O 0.570 -2.373 2.389
32 O -1.365 -3.926 2.094
33 N -1.031 -1.950 0.575
34 C -1.820 -2.332 -0.469
35 N -2.675 -3.328 -0.557
36 C -3.194 -3.517 -1.769
37 C -2.878 -2.739 -2.877
38 C -2.028 -1.669 -2.672
39 N -1.529 -1.447 -1.463
40 H -3.523 2.512 4.622
41 H -4.942 1.528 4.605
42 H -1.374 1.745 3.952
43 H -0.057 -0.121 3.023
44 H -3.575 -2.607 2.879
45 H -4.928 -0.756 3.867
46 H -3.898 -4.337 -1.857
47 H -3.300 -2.942 -3.848
48 H -1.772 -0.967 -3.456
49 S 3.344 -1.767 -2.512
50 C 3.658 -1.656 -0.835
51 C 2.539 -1.298 -0.167
52 N 1.444 -1.114 -0.986
53 C 1.736 -1.326 -2.246
54 H 4.631 -1.870 -0.426
55 H 2.419 -1.163 0.897
56 H 1.016 -1.232 -3.043

***

no.,molecular weight (g/mol)
1,405.5
2,463.8
3,700.9
4,722.1
5,414.4
6,710.8